DFT (ωB97M-V/def2-TZVPD) results for a 16-piece molecular cluster, CH31O18 overall at a distorted geometry.

Structure (XYZ):
```
50
Properties=species:S:1:pos:R:3:forces:R:3:mulliken_charge:R:1
O 2.54020 -2.85980 -0.38674 0.3 0.2 1.9 -0.62
H -1.19816 -3.54652 -0.23120 -0.2 0.4 0.1 0.26
H 2.12454 -3.07590 0.45132 0.0 0.7 0.8 0.25
O -2.60687 -0.06742 1.95556 -0.7 -0.4 -0.5 -0.69
H 2.94579 -1.38099 -0.77841 -0.4 0.3 1.5 0.33
H 0.24540 -1.59409 -2.81107 -0.8 -0.8 -0.3 0.32
O -0.26490 -3.37991 -0.04445 -0.3 -0.5 -0.2 -0.65
H 3.56733 -1.48143 3.03808 0.3 0.1 0.4 0.24
H -0.26125 2.95696 -0.17166 0.2 0.4 0.1 0.32
H 3.31417 -0.81320 -1.89754 0.4 1.1 -1.3 0.29
H -2.56183 3.81480 -1.33619 -1.4 1.1 -0.1 0.24
H 2.72709 -1.91507 1.87567 -0.2 0.0 -0.2 0.22
H 1.22669 2.66924 -0.21848 0.1 0.1 0.2 0.30
H -1.23311 0.30528 -3.86770 -0.2 -0.8 -1.4 0.37
H -1.58106 -0.56699 -1.11881 1.1 1.0 0.5 0.13
O 3.02151 -1.13308 2.33567 0.2 0.0 0.1 -0.51
O 0.57740 -0.91690 0.57698 0.2 0.7 0.5 0.16
H -2.55407 -0.31906 2.87601 0.3 0.1 0.3 0.31
H -2.01957 2.44436 -1.47656 -0.3 -1.8 -0.8 0.25
O -0.40530 1.02542 1.12475 1.1 -0.6 -0.1 -0.35
H -2.42068 -0.82225 -2.28341 -0.3 0.4 -0.4 0.31
H 0.67638 -0.40297 -2.10840 -0.2 1.3 1.3 0.22
O 3.21628 -0.48666 -1.00485 0.5 -0.1 -0.5 -0.59
O -2.57096 2.89378 1.61635 -1.0 1.2 0.5 -0.58
H -1.69255 0.11464 1.65853 -0.3 0.0 0.4 0.29
O -2.33736 -1.07209 -1.36727 -1.2 -1.7 -0.1 -0.77
O -1.53752 -2.74210 2.36229 -0.4 -0.6 0.9 -0.65
H -2.46532 2.14444 1.04770 0.4 -0.8 -0.4 0.22
O -1.52078 0.94588 -3.24064 -2.1 -0.2 -1.0 -0.67
H 2.23829 -3.61393 -0.80940 -0.4 -2.2 -2.4 0.23
H 0.57053 -1.67247 -0.04599 -0.3 1.4 -0.3 0.30
O 1.02263 -1.06996 -2.69289 0.9 -1.0 -1.2 -0.76
H -0.92960 -2.90286 1.64195 -0.1 0.3 -0.1 0.39
H 1.21106 1.34204 1.83318 -1.1 0.4 0.0 0.32
H -0.69282 1.23617 2.96129 0.2 0.6 0.6 0.33
O 0.92952 2.14501 -3.18750 -1.1 1.0 -0.7 -0.60
H 2.59344 0.84974 1.97342 -0.8 1.4 0.9 0.34
H 1.54023 1.76551 -2.58610 1.1 -0.7 0.7 0.28
O -0.20075 0.55788 -0.99707 1.1 -0.4 -0.5 0.20
O 1.99447 1.58548 2.31261 2.5 -1.5 -0.5 -0.78
H 0.16082 -3.88549 -0.72963 0.3 -0.3 -0.4 0.20
H -0.71015 1.00942 -2.78927 1.8 1.1 1.7 0.22
H 1.12902 1.87774 -4.08381 0.4 -0.3 0.0 0.29
H -2.41250 -2.51949 2.01946 0.5 0.3 -0.3 0.31
O -0.62313 1.53364 3.89221 -1.0 0.3 -0.6 -0.67
O -1.79978 3.30248 -1.18971 1.3 0.6 0.4 -0.63
O 0.60150 3.37497 -0.03894 0.4 0.2 -0.2 -0.67
C 0.03979 0.31336 0.20306 -1.8 -1.1 0.3 0.14
H -0.13571 0.84548 4.30938 0.8 -0.7 0.4 0.32
H -3.47836 3.18694 1.42822 0.5 -0.1 0.2 0.27
```
Forces are in eV/Å.

Its multiplicity is 1. Its net charge is -1. The orbital gap is 7.616 eV. The value obtained for the highest occupied orbital energy is -6.13 eV. Its energy above the lowest of the compared OMol25 structures with the same formula, charge and spin is 68.17 kcal per mole. As for the total energy: -1411.06037 Ha.